Run w
This record from OMol25 describes a 2-piece molecular cluster, C4H8NO3 overall. The level of theory is ωB97M-V with the def2-TZVPD basis set.

Values from the calculation:
Kohn-Sham gap = 8.989 eV
total charge = -1
spin multiplicity = 1

Cartesian coordinates (Å):
O1 1.453 0.771 0.357
C1 1.412 -0.172 1.269
O2 0.688 -1.191 1.185
C2 2.465 -0.012 2.370
H1 3.048 -0.941 2.513
H2 3.170 0.793 2.020
H3 2.083 0.253 3.374
C3 -1.785 1.032 -1.065
N1 -0.701 0.169 -1.126
C4 -0.897 -1.188 -1.653
O3 -2.953 0.779 -1.408
H4 -1.575 2.019 -0.576
H5 0.162 0.323 -0.542
H6 -0.602 -1.920 -0.905
H7 -0.166 -1.297 -2.536
H8 -1.887 -1.241 -2.069

***

Run x
This record from OMol25 describes a 2-piece molecular cluster, C4H8NO3 overall. The level of theory is ωB97M-V with the def2-TZVPD basis set.

Values from the calculation:
Kohn-Sham gap = 8.507 eV
total charge = -1
spin multiplicity = 1

Cartesian coordinates (Å):
N1 -1.301 1.015 2.791
C1 -0.959 0.586 1.461
O1 -1.957 0.402 0.696
O2 0.277 0.421 1.258
H1 -2.298 0.848 3.023
H2 -0.654 0.742 3.556
C2 2.517 0.184 -0.709
C3 1.612 -0.648 -1.634
C4 0.301 -0.657 -1.581
O3 -0.479 -1.376 -2.483
H3 3.028 0.986 -1.302
H4 1.863 0.612 0.109
H5 3.258 -0.390 -0.186
H6 2.078 -1.121 -2.493
H7 -0.295 -0.076 -0.885
H8 -1.413 -1.077 -2.359

***

Run y
This record from OMol25 describes an isolated ion of composition C4H8NO3 and charge -1. The level of theory is ωB97M-V with the def2-TZVPD basis set.

Values from the calculation:
Kohn-Sham gap = 6.052 eV
total charge = -1
spin multiplicity = 1
SMILES string = O=C(O)NCCC[O-]

Cartesian coordinates (Å):
O1 1.022 -0.163 3.468
C1 0.371 -0.278 2.474
O2 -0.868 -0.761 2.571
N1 0.942 0.051 1.232
C2 0.325 -0.390 -0.029
C3 0.274 0.792 -0.945
C4 -0.873 0.355 -2.136
O3 -1.283 -0.892 -2.036
H1 -1.204 -1.175 1.752
H2 1.911 0.069 1.101
H3 -0.685 -0.724 0.129
H4 0.834 -1.186 -0.625
H5 -0.133 1.738 -0.621
H6 1.174 1.160 -1.259
H7 -0.032 0.435 -2.995
H8 -1.776 0.969 -2.080

***

Most stable of them? run w.

***

Run w
This record from OMol25 describes a 2-piece molecular cluster, C4H8NO3 overall. The level of theory is ωB97M-V with the def2-TZVPD basis set.

Values from the calculation:
Kohn-Sham gap = 6.399 eV
total charge = -1
spin multiplicity = 1

Cartesian coordinates (Å):
C1 -0.146 -2.557 -2.209
C2 -0.676 -1.822 -1.011
O1 -0.529 -0.637 -0.871
N1 -1.407 -2.561 -0.087
H1 0.757 -2.060 -2.582
H2 -0.711 -2.085 -3.012
H3 -1.795 -2.074 0.704
H4 -1.853 -3.394 -0.425
H5 -0.117 -3.639 -2.178
C3 1.938 1.906 0.564
C4 0.574 2.029 1.248
O2 -0.002 0.947 1.511
O3 0.066 3.182 1.280
H6 2.145 0.829 0.418
H7 2.840 2.310 1.011
H8 1.827 2.441 -0.387

***

Run x
This record from OMol25 describes a 2-piece molecular cluster, C4H8NO3 overall. The level of theory is ωB97M-V with the def2-TZVPD basis set.

Values from the calculation:
Kohn-Sham gap = 8.078 eV
total charge = -1
spin multiplicity = 1

Cartesian coordinates (Å):
C1 2.409 0.892 -1.736
C2 1.468 1.400 -0.667
O1 1.743 2.365 0.032
N1 0.310 0.735 -0.566
H1 -0.288 1.007 0.199
H2 0.030 -0.127 -1.016
H3 3.303 1.499 -1.735
H4 1.908 0.880 -2.717
H5 2.642 -0.149 -1.544
C3 -1.400 -0.861 2.079
C4 -1.475 -1.370 0.616
O2 -0.702 -2.317 0.356
O3 -2.253 -0.759 -0.155
H6 -1.099 -1.696 2.707
H7 -2.369 -0.524 2.469
H8 -0.679 -0.040 2.189

***

Most stable of them? run x.

***

Run w
This record from OMol25 describes an isolated ion of composition C4H8NO3 and charge -1. The level of theory is ωB97M-V with the def2-TZVPD basis set.

Values from the calculation:
Kohn-Sham gap = 7.474 eV
total charge = -1
spin multiplicity = 1
SMILES string = C[C@@H](O)CNC(=O)[O-]

Cartesian coordinates (Å):
C1 1.368 -0.447 1.012
C2 -0.186 -0.581 0.947
O1 -0.633 -0.485 2.297
C3 -0.922 0.545 -0.034
N1 -0.991 0.064 -1.393
C4 0.009 0.481 -2.411
O2 -0.040 -0.119 -3.510
O3 0.790 1.401 -2.100
H1 1.695 0.468 0.708
H2 1.815 -1.133 0.361
H3 1.677 -0.498 2.048
H4 -0.594 -1.547 0.644
H5 -0.239 0.311 2.687
H6 -1.881 0.805 0.374
H7 -0.370 1.497 0.000
H8 -1.497 -0.763 -1.629

***

Run x
This record from OMol25 describes a 2-piece molecular cluster, C4H8NO3 overall. The level of theory is ωB97M-V with the def2-TZVPD basis set.

Values from the calculation:
Kohn-Sham gap = 8.196 eV
total charge = -1
spin multiplicity = 1

Cartesian coordinates (Å):
C1 -1.871 -0.829 0.544
C2 -1.702 0.706 0.559
O1 -2.687 1.447 0.556
N1 -0.474 1.245 0.547
H1 -0.256 2.294 0.396
H2 0.526 0.829 0.688
H3 -2.344 -1.095 1.686
H4 -1.050 -1.432 0.256
H5 -2.745 -0.989 -0.095
C3 1.330 -0.729 -1.134
C4 2.443 0.121 -0.277
O2 2.122 1.077 0.488
O3 3.625 -0.248 -0.424
H6 0.430 -0.805 -0.411
H7 1.538 -1.682 -1.562
H8 1.115 0.091 -1.816

***

Run y
This record from OMol25 describes a 2-piece molecular cluster, C4H8NO3 overall. The level of theory is ωB97M-V with the def2-TZVPD basis set.

Values from the calculation:
Kohn-Sham gap = 7.833 eV
total charge = -1
spin multiplicity = 1

Cartesian coordinates (Å):
C1 -0.280 1.579 2.251
C2 -0.758 0.112 2.171
O1 -1.283 -0.231 1.085
O2 -0.596 -0.608 3.190
H1 0.329 1.653 1.344
H2 0.284 1.815 3.147
H3 -1.141 2.220 2.087
C3 1.230 -0.354 -0.783
C4 0.751 -0.433 -2.215
O3 0.840 -1.392 -2.977
N1 0.098 0.703 -2.662
H4 -0.333 0.582 -3.567
H5 -0.388 1.275 -1.978
H6 1.860 0.543 -0.804
H7 1.800 -1.188 -0.406
H8 0.310 -0.087 -0.241

***

Run z
This record from OMol25 describes a 2-piece molecular cluster, C4H8NO3 overall. The level of theory is ωB97M-V with the def2-TZVPD basis set.

Values from the calculation:
Kohn-Sham gap = 8.317 eV
total charge = -1
spin multiplicity = 1

Cartesian coordinates (Å):
C1 -0.262 -2.141 -2.268
C2 0.441 -1.405 -1.071
O1 1.033 -0.333 -1.376
O2 0.368 -1.908 0.062
H1 -0.284 -3.155 -1.851
H2 0.290 -2.127 -3.209
H3 -1.179 -1.618 -2.557
C3 -0.199 0.591 2.099
C4 0.263 1.933 1.565
O3 0.756 2.819 2.233
N1 -0.049 2.144 0.235
H4 0.063 3.048 -0.158
H5 -0.098 1.357 -0.409
H6 -0.526 -0.043 1.275
H7 -1.100 0.778 2.694
H8 0.485 0.060 2.736

***

Most stable of them? run z.

***

Run w
This record from OMol25 describes a 2-piece molecular cluster, C4H8NO3 overall. The level of theory is ωB97M-V with the def2-TZVPD basis set.

Values from the calculation:
Kohn-Sham gap = 7.632 eV
total charge = -1
spin multiplicity = 1

Cartesian coordinates (Å):
C1 2.813 -0.107 -0.284
C2 -2.045 1.220 0.576
C3 -1.057 -1.111 0.132
C4 -2.044 -0.060 -0.270
N1 1.825 -0.673 0.301
O1 4.006 -0.332 -0.395
O2 2.423 1.154 -0.800
O3 -2.848 -0.204 -1.145
H1 -1.229 1.773 0.087
H2 -2.872 1.740 0.261
H3 -1.981 1.052 1.692
H4 -1.254 -1.978 -0.445
H5 -0.866 -1.485 1.195
H6 -0.012 -0.635 0.032
H7 1.974 -1.641 0.565
H8 3.168 1.288 -1.501

***

Run x
This record from OMol25 describes a 2-piece molecular cluster, C4H8NO3 overall. The level of theory is ωB97M-V with the def2-TZVPD basis set.

Values from the calculation:
Kohn-Sham gap = 8.734 eV
total charge = -1
spin multiplicity = 1

Cartesian coordinates (Å):
C1 1.204 1.351 -2.620
C2 0.834 0.409 -1.369
O1 -0.154 0.768 -0.664
O2 1.701 -0.428 -1.116
H1 0.474 2.170 -2.657
H2 0.980 0.834 -3.546
H3 2.237 1.688 -2.521
C3 -1.839 -0.792 1.203
C4 -0.787 -0.866 2.299
O3 -0.918 -1.143 3.485
N1 0.474 -0.717 1.772
H4 1.269 -0.631 2.374
H5 0.548 -0.489 0.766
H6 -2.899 -0.910 1.390
H7 -1.442 -1.467 0.436
H8 -1.681 0.222 0.768

***

Most stable of them? run x.